174
Properties=species:S:1:pos:R:3:forces:R:3 method="wB97M-V/def2-TZVPD" multiplicity=1 smiles=CCN(CC)CC.CCN(CC)CC.C1CCOC1.C1CCOC1.C1CCOC1.C1CCOC1.C1CCOC1.C1CCOC1.C1CCOC1.C1CCOC1.C1CCOC1.C1CCOC1
C -12.88407 -9.29175 -0.91567 -0.70 0.06 0.36
C -12.68634 -8.14270 0.06666 0.44 -0.16 0.13
N -12.18253 -6.95120 -0.61956 -0.27 -0.17 -0.13
C -11.65471 -5.96064 0.30183 0.22 0.45 -0.02
C -12.64003 -5.30797 1.27268 0.17 -0.41 0.76
C -13.15628 -6.40534 -1.56076 0.26 0.37 -0.29
C -12.58374 -5.25832 -2.38187 0.25 0.72 0.37
H -13.76958 -9.14976 -1.53799 0.23 0.22 -0.27
H -13.12012 -10.22807 -0.40546 0.45 -0.02 0.17
H -11.98413 -9.37116 -1.52202 -0.10 -0.26 -0.15
H -13.56525 -7.94533 0.69674 -0.31 0.02 -0.33
H -11.93344 -8.45538 0.79882 0.20 0.12 -0.11
H -11.19859 -5.13534 -0.25280 0.02 -0.20 -0.24
H -10.80563 -6.41447 0.81976 -0.20 -0.15 0.24
H -12.08317 -4.72903 2.01468 0.01 0.32 -0.29
H -13.17520 -6.02522 1.90233 -0.13 -0.13 -0.32
H -13.36505 -4.67138 0.76894 0.01 0.06 0.01
H -13.46587 -7.16543 -2.27554 0.01 -0.27 0.26
H -14.06218 -6.04338 -1.05201 -0.12 -0.11 0.02
H -13.23491 -4.98581 -3.21247 -0.01 -0.15 -0.04
H -12.47043 -4.35460 -1.77340 -0.18 0.00 -0.02
H -11.57094 -5.43857 -2.74938 -0.13 -0.41 -0.14
C -8.79131 -8.67140 -0.68088 -0.42 0.27 -0.37
C -8.18004 -9.59974 -1.73126 -0.11 -0.36 0.58
N -6.75876 -9.34543 -1.98707 -0.64 0.31 -0.81
C -6.59224 -7.99085 -2.50529 0.38 0.82 0.97
C -5.12770 -7.57727 -2.52464 0.93 0.18 -0.44
C -6.22409 -10.31189 -2.94096 0.62 -0.51 0.91
C -6.12250 -11.70844 -2.32927 0.05 -0.03 0.11
H -8.04394 -8.41979 0.07094 -0.07 0.18 0.01
H -9.67440 -9.07908 -0.18184 0.23 -0.49 0.00
H -9.22897 -7.78443 -1.14851 0.48 0.31 0.15
H -8.24278 -10.61676 -1.33689 -0.08 -0.08 -0.24
H -8.76505 -9.54073 -2.65969 -0.04 -0.17 -0.03
H -7.09355 -7.77033 -3.46066 0.01 -0.37 -0.18
H -7.08000 -7.34622 -1.77015 -0.04 0.15 -0.10
H -4.92224 -6.50349 -2.54819 -0.63 0.12 0.19
H -4.60944 -7.96980 -1.64552 -0.13 -0.10 0.05
H -4.55351 -7.89162 -3.40462 -0.26 -0.39 0.07
H -5.18580 -10.01134 -3.10089 -0.37 0.16 -0.35
H -6.74935 -10.35340 -3.90424 -0.12 0.22 -0.06
H -5.38352 -12.29356 -2.88036 -0.15 -0.15 0.07
H -7.05422 -12.27548 -2.30660 -0.04 0.06 -0.15
H -5.77794 -11.61588 -1.29616 0.05 0.04 -0.01
C -3.93635 -5.91403 -7.71493 -0.41 -0.22 0.17
C -5.28087 -6.64917 -7.70672 -0.11 -0.65 0.46
C -5.82888 -6.40829 -6.29660 -0.30 0.45 0.63
O -4.84124 -5.67442 -5.56893 0.28 0.06 -0.13
C -3.58708 -5.85850 -6.23182 -0.30 -0.08 0.12
H -4.11601 -4.91427 -8.10850 0.44 0.05 -0.06
H -3.20003 -6.47416 -8.28799 0.13 0.31 -0.18
H -5.12794 -7.72959 -7.76642 -0.04 0.14 -0.49
H -5.96627 -6.33956 -8.49160 0.05 0.04 -0.03
H -6.03132 -7.35236 -5.77415 -0.04 0.05 -0.12
H -6.74269 -5.81095 -6.23217 0.00 -0.04 -0.26
H -3.15005 -6.80530 -5.88829 0.17 0.19 -0.11
H -2.91947 -5.04448 -5.95785 -0.05 0.05 0.06
C -5.67990 -6.88791 1.33369 0.31 0.22 0.30
C -6.93457 -6.83569 2.25199 0.51 -0.55 -0.22
C -7.65571 -5.56191 1.81408 -0.36 0.14 0.22
O -7.01361 -5.13306 0.63337 -0.20 0.44 -0.71
C -5.65414 -5.48326 0.74915 0.75 0.34 0.25
H -5.78705 -7.63894 0.54919 -0.20 0.08 -0.09
H -4.76993 -7.14031 1.87908 -0.03 0.04 0.04
H -6.68401 -6.80661 3.31143 0.11 -0.01 -0.03
H -7.48800 -7.75596 2.06684 -0.37 0.19 0.18
H -7.60516 -4.76381 2.56670 0.26 -0.13 0.11
H -8.72197 -5.69422 1.61922 0.10 -0.13 -0.26
H -5.10344 -4.78003 1.39699 -0.39 -0.10 0.48
H -5.11632 -5.31536 -0.18747 -0.51 -0.54 -0.38
C -2.98981 -10.42982 0.26919 -0.09 -0.64 -0.31
C -2.13108 -9.19193 0.34507 0.47 -0.06 0.30
C -2.05393 -9.02513 1.85643 0.22 0.76 -0.61
O -3.37629 -9.27269 2.27290 -0.54 -0.38 0.86
C -4.04390 -10.17471 1.36190 1.15 0.46 -0.62
H -2.39554 -11.30538 0.54722 -0.03 -0.01 -0.03
H -3.40840 -10.63828 -0.71788 -0.15 0.13 0.06
H -2.67545 -8.35574 -0.09612 0.15 0.14 0.08
H -1.12847 -9.25468 -0.08220 -0.17 -0.16 -0.27
H -1.74128 -8.00530 2.10422 -0.42 0.03 0.25
H -1.30948 -9.67072 2.33979 -0.21 -0.35 -0.16
H -4.90676 -9.63397 0.97514 -0.22 -0.27 0.00
H -4.30599 -11.13197 1.81220 -0.24 0.23 0.42
C -3.01502 -10.78041 -4.31378 0.55 -1.15 0.64
C -2.57667 -9.55498 -5.06034 -0.25 1.44 0.41
C -3.82490 -9.23288 -5.87791 0.71 0.05 -0.37
O -4.25036 -10.51492 -6.30988 -0.77 -0.02 -0.21
C -3.97850 -11.49130 -5.30553 1.27 0.83 0.76
H -3.47330 -10.59559 -3.33711 -0.15 0.43 -0.34
H -2.15307 -11.38953 -4.01990 -0.07 -0.21 -0.38
H -1.72233 -9.70818 -5.71922 -0.09 -0.32 -0.09
H -2.28760 -8.73842 -4.38945 -0.13 -0.04 -0.02
H -3.59634 -8.61045 -6.74749 0.04 -0.47 -0.12
H -4.59026 -8.65839 -5.33830 0.03 -0.52 0.31
H -3.41242 -12.30187 -5.76076 -0.52 -0.30 -0.19
H -4.86114 -11.81470 -4.75662 -0.18 -0.22 -0.53
C -5.55573 -15.39325 0.52926 0.45 0.07 0.91
C -4.86742 -15.68982 1.87008 0.03 -0.28 -0.20
C -3.42127 -15.24656 1.63340 -0.14 -0.50 -0.10
O -3.42410 -14.45655 0.44169 0.23 0.00 -0.09
C -4.77807 -14.17865 0.05445 0.52 -0.18 0.62
H -6.61373 -15.24001 0.73278 -0.11 -0.04 -0.61
H -5.32911 -16.25246 -0.10252 -0.48 0.14 -0.38
H -4.91160 -16.76339 2.05568 -0.08 0.10 0.36
H -5.35308 -15.14632 2.68067 0.11 -0.03 0.06
H -2.77742 -16.10849 1.44178 0.02 0.01 0.00
H -3.01352 -14.74292 2.51345 0.03 0.43 -0.24
H -4.80472 -14.04515 -1.02521 0.02 0.27 0.06
H -5.03031 -13.26512 0.60525 -0.63 0.06 -0.37
C -3.82248 -16.34722 -2.96385 -0.55 -0.16 -0.48
C -5.19074 -16.96302 -3.27624 0.27 0.22 -0.27
C -6.09951 -15.73299 -3.27048 0.34 -0.82 0.82
O -5.32187 -14.77622 -3.94987 -0.33 0.53 -0.82
C -3.93361 -14.96821 -3.66342 -0.44 -0.81 0.93
H -3.03599 -16.95414 -3.40809 0.23 0.06 0.33
H -3.72059 -16.26188 -1.88220 0.37 0.12 -0.04
H -5.45152 -17.81407 -2.64817 -0.17 0.19 0.14
H -5.16913 -17.29729 -4.31768 -0.11 -0.21 0.06
H -6.31409 -15.34024 -2.26731 -0.06 -0.33 0.12
H -7.04865 -15.99485 -3.73876 0.06 0.64 -0.43
H -3.61981 -14.20511 -2.94887 0.33 0.30 -0.38
H -3.38638 -14.96164 -4.60211 0.11 0.33 0.02
C -9.35547 -8.99779 -5.60753 0.07 -0.14 -0.17
C -10.14884 -7.79743 -5.14002 -0.22 0.52 0.04
C -10.99664 -8.36102 -3.98051 0.78 1.17 -0.75
O -11.05731 -9.76267 -4.20007 -0.31 0.10 0.53
C -10.40950 -10.07988 -5.42366 0.17 -0.09 -0.29
H -8.48917 -9.20657 -4.97792 0.00 0.08 0.04
H -9.01815 -8.87192 -6.63699 0.02 -0.20 0.01
H -10.77738 -7.45472 -5.96697 -0.09 -0.04 0.07
H -9.55549 -6.93388 -4.82933 0.10 -0.11 0.04
H -11.95993 -7.84566 -3.95802 -0.29 -0.53 0.00
H -10.48003 -8.06652 -3.06170 -0.16 -0.66 0.33
H -11.12312 -10.05099 -6.25825 -0.04 -0.02 0.07
H -10.01486 -11.09342 -5.34744 0.01 0.04 0.06
C -8.66318 -4.56841 -2.47783 0.33 -0.32 0.47
C -9.41699 -3.64535 -3.40256 -0.77 -0.21 -0.13
C -8.41681 -2.52862 -3.68105 -0.30 0.23 -0.92
O -7.14261 -2.94373 -3.18789 -0.15 -0.08 0.38
C -7.22762 -4.34325 -2.91178 -0.37 -0.38 -0.41
H -8.95291 -5.61304 -2.61192 -0.05 -0.01 0.25
H -8.75386 -4.27349 -1.43070 -0.14 -0.13 0.01
H -10.35030 -3.28027 -2.97039 0.12 0.13 0.11
H -9.73624 -4.20749 -4.28594 0.31 0.21 -0.21
H -8.78908 -1.58922 -3.26360 0.61 -0.03 0.55
H -8.34000 -2.31079 -4.75320 0.11 -0.23 -0.05
H -6.50684 -4.68505 -2.17111 0.14 0.52 0.12
H -7.04833 -4.94125 -3.81720 0.19 0.21 -0.16
C -8.91708 -12.88406 0.73109 -0.40 0.22 -0.26
C -9.27977 -13.91385 1.79554 -0.31 -0.08 0.34
C -10.82812 -13.93210 1.81435 0.77 -0.60 -0.66
O -11.23401 -12.75928 1.14479 -0.65 0.19 -0.51
C -10.10747 -11.93185 0.82212 -0.34 -0.32 1.57
H -8.88401 -13.29950 -0.27841 0.15 -0.13 0.06
H -7.97851 -12.38211 0.96211 0.07 0.01 -0.17
H -8.91352 -13.54361 2.75556 0.04 -0.16 0.04
H -8.88301 -14.91514 1.62937 0.13 0.08 -0.02
H -11.21753 -14.05149 2.82934 -0.10 0.50 0.01
H -11.21947 -14.77786 1.23720 0.08 -0.04 0.06
H -10.03912 -11.30528 1.72293 0.61 0.49 -0.39
H -10.33096 -11.32327 -0.04883 -0.03 -0.14 -0.12
C -1.65357 -6.44236 -1.87570 -0.30 0.00 -0.68
C -0.39885 -6.97021 -2.56945 0.06 -0.16 0.18
C 0.26455 -5.70047 -3.06617 0.63 0.02 0.38
O -0.80432 -4.87934 -3.51571 0.00 -0.61 -0.37
C -1.88386 -5.09141 -2.60753 0.17 0.13 1.12
H -1.54628 -6.30926 -0.79993 0.27 0.09 -0.03
H -2.48260 -7.13632 -2.01182 -0.08 0.11 -0.07
H -0.65983 -7.57139 -3.44266 -0.07 -0.05 0.08
H 0.20312 -7.58572 -1.90099 0.20 0.09 -0.10
H 1.01908 -5.87809 -3.83404 -0.44 0.11 -0.44
H 0.83673 -5.20102 -2.27133 -0.28 0.07 0.25
H -2.85836 -5.05884 -3.09264 0.19 0.17 -0.38
H -1.81614 -4.29059 -1.86258 -0.36 0.07 -0.05



106
Properties=species:S:1:pos:R:3:forces:R:3 method="wB97M-V/def2-TZVPD" multiplicity=1 total_charge=-1
O -0.97179 2.82160 -0.22521 0.45 -1.90 -0.46
C -0.76103 1.61732 -0.35252 -2.46 2.59 1.42
O 0.31457 1.02756 -0.68846 1.87 -0.68 -0.64
B 0.13468 -0.42004 -0.62934 -0.61 -1.19 0.64
O -1.27847 -0.62656 -0.11349 0.82 0.10 -0.24
C -1.80419 0.55032 0.03381 -3.17 1.52 1.65
O -2.92556 0.86048 0.49703 3.06 -1.21 -1.41
O 1.13729 -1.13291 0.22649 -0.72 0.80 0.23
C 1.85335 -1.92331 -0.51713 3.28 -1.68 0.91
O 2.85315 -2.57939 -0.13539 -3.07 1.74 -1.08
C 1.30968 -1.82948 -1.94501 3.06 -3.25 -3.90
O 0.26721 -1.05045 -1.93122 -0.07 0.23 -0.75
O 1.85112 -2.43636 -2.92895 -2.68 2.66 3.89
O -3.42061 3.48234 1.91087 0.10 0.58 0.62
H -4.30762 3.25405 1.63280 -0.30 -0.14 -0.31
H -2.85007 3.01512 1.30060 0.20 -0.25 -0.39
C 6.03089 -4.04357 -2.37225 1.47 -0.93 0.34
C 5.00972 -3.31717 -3.13647 -1.30 0.97 -0.66
O 5.39167 -3.05054 -4.49322 -0.19 -0.54 0.59
O 6.35385 -5.26203 -3.07943 -0.36 0.06 -0.43
H 5.64724 -4.34850 -1.39863 0.00 0.48 0.24
H 6.93871 -3.44435 -2.30238 0.11 0.08 0.30
H 4.76079 -2.33313 -2.73923 0.34 -0.09 0.43
H 4.07410 -3.86511 -3.02481 -0.22 -0.15 -0.62
H 5.52180 -3.92642 -4.86403 0.19 -0.09 -0.34
H 7.15376 -5.66577 -2.73485 -0.05 0.23 0.15
C -0.81206 -4.37654 -0.63539 0.96 -0.77 -0.80
C -0.82961 -5.56728 0.36394 -0.81 2.49 -0.33
O -0.93718 -6.80740 -0.22111 0.42 -1.33 -0.55
O -1.98946 -4.19921 -1.41646 -0.77 0.27 0.77
H -0.00706 -4.47596 -1.36355 0.50 -0.31 0.15
H -0.58494 -3.45475 -0.09982 -0.52 0.11 0.19
H -1.69347 -5.33578 0.98705 -0.17 -0.24 0.47
H 0.06668 -5.50685 0.98127 0.09 -0.24 -0.12
H -1.72592 -6.87573 -0.76410 -0.14 0.22 0.12
H -2.04395 -4.78938 -2.17167 0.47 -0.12 0.12
C 3.44194 1.00211 1.31077 -1.38 1.62 0.75
C 2.97420 1.28681 2.76864 0.79 -0.48 -0.24
O 2.04816 2.35876 2.87991 -0.03 -0.32 -0.47
O 4.22238 2.11149 0.87853 0.99 0.20 0.00
H 2.54753 1.08791 0.69370 -0.15 -1.14 -0.16
H 4.04285 0.10004 1.19558 -0.31 0.10 -0.01
H 3.88834 1.55038 3.30061 0.12 -0.09 0.30
H 2.51072 0.43200 3.26117 0.03 -0.13 -0.20
H 2.30237 3.00958 2.22158 -0.12 0.37 0.12
H 3.64550 2.85525 0.68975 -0.03 -0.06 -0.18
C -3.15955 -0.44045 -2.87388 -0.58 0.14 0.73
C -3.65796 -1.53825 -3.80010 0.22 1.42 -0.18
O -5.05162 -1.81413 -3.71544 0.28 -0.01 0.08
O -3.59948 0.93314 -3.08807 0.45 -1.42 -0.44
H -2.07401 -0.50719 -2.94634 0.03 0.49 -0.05
H -3.43020 -0.70430 -1.85152 0.05 -0.15 0.18
H -3.03729 -2.40214 -3.56224 -0.07 -0.25 -0.13
H -3.46766 -1.15155 -4.80127 0.34 -0.33 -0.33
H -5.22166 -2.22220 -4.56759 -0.55 -0.09 0.11
H -4.53820 0.91439 -2.88790 -0.15 0.17 0.04
C 4.84578 -2.30918 2.94706 -0.14 0.10 0.41
C 3.54007 -2.88589 3.47252 -0.63 -0.28 -1.18
O 3.06723 -3.89142 2.52038 0.45 0.39 1.46
O 5.60127 -1.60319 3.99331 -0.69 -0.90 -1.52
H 4.61069 -1.67819 2.08992 0.20 0.58 0.39
H 5.36725 -3.13707 2.46666 0.60 -0.13 0.46
H 2.78352 -2.10375 3.53574 -0.05 0.12 0.21
H 3.64382 -3.31986 4.46702 0.08 -0.31 -0.19
H 2.85852 -3.42079 1.71011 -0.03 0.21 -0.45
H 6.06355 -2.32949 4.41799 0.21 0.17 0.34
C -2.71349 -2.32901 2.89358 0.36 1.43 -0.10
C -2.27377 -1.12145 3.75336 1.09 0.45 -0.87
O -0.81888 -0.90293 3.68524 -0.81 -0.67 -0.27
O -2.31272 -3.53894 3.42422 0.10 -1.47 0.84
H -2.30757 -2.32013 1.88202 0.06 0.95 -0.19
H -3.79427 -2.27518 2.76270 -0.14 -0.23 0.34
H -2.50148 -1.20324 4.81616 -0.43 -0.43 -0.09
H -2.76730 -0.23833 3.34761 -0.16 0.09 0.01
H -0.63732 0.03903 3.72191 -0.14 0.06 0.00
H -1.41174 -3.68455 3.12651 0.09 -0.09 0.21
C -6.50637 0.81117 1.34711 -0.44 -0.85 0.04
C -6.70330 1.69893 0.11661 -1.73 0.15 0.64
O -5.80283 2.74832 0.14823 2.06 0.74 -0.35
O -5.50456 -0.17874 1.30387 0.32 0.05 -0.72
H -7.37868 0.17603 1.50133 -0.53 0.56 0.04
H -6.31059 1.39539 2.24626 -0.40 0.58 -0.07
H -7.63547 2.26354 0.13629 -1.02 -0.80 0.74
H -6.82222 1.16373 -0.82548 0.93 -0.48 -0.16
H -6.08557 3.42048 -0.47615 0.22 0.06 -0.01
H -4.69012 0.24892 1.02931 0.69 -0.07 -0.07
C 2.23178 4.26228 -3.55795 -0.66 0.13 -0.19
C 0.74432 4.12680 -3.10480 1.26 0.10 1.15
O 0.71469 4.39356 -1.71447 0.49 0.51 0.31
O 2.60786 5.62999 -3.69925 -0.53 0.38 -0.25
H 2.34531 3.72765 -4.50102 0.06 0.08 -0.32
H 2.92523 3.80434 -2.85260 -0.47 -0.34 0.30
H 0.40704 3.09836 -3.23384 0.06 -0.11 -0.56
H 0.03797 4.82751 -3.54996 0.35 -0.02 -0.79
H 0.05218 3.83836 -1.29681 -0.26 -0.09 0.37
H 3.52147 5.79349 -3.45393 -0.08 -0.38 0.06
C -0.04575 7.19057 0.93766 -0.47 -0.98 0.02
C -0.91894 6.19849 1.73581 -1.11 1.65 -0.96
O -2.27054 6.45494 1.32607 0.00 0.23 -0.34
O 1.30119 6.92401 1.28537 0.47 0.25 -0.20
H -0.30197 8.23871 1.09205 -0.08 0.00 0.43
H -0.19067 7.00311 -0.12627 -0.17 -0.12 -0.08
H -0.90977 6.48599 2.78717 0.78 -0.73 0.25
H -0.64453 5.18639 1.43842 0.27 -0.06 0.61
H -2.84840 5.79306 1.71285 0.00 -0.42 0.02
H 1.72446 6.68170 0.45849 0.27 -0.11 0.13



Computed energy above the lowest of the compared OMol25 structures with the same formula, charge and spin (kJ/mol) in order:
124.27, 0.00